Computed, not measured: C8H32BNOP2Yb as an isolated structure at a distorted geometry, with wB97M-V/def2-TZVPD.

Values from the calculation:
E_LUMO (spin up / spin down) = -6.83 / -10.11 eV
energy above the lowest of the compared OMol25 structures with the same formula, charge and spin = 0.0 kJ/mol
HOMO (spin up / spin down) = -0.588 / -0.585 Ha
charge = +2
2S+1 = 3

Element x y z (Å)
Yb (0.53417, 0.06255, 0.84098)
H (0.47069, 0.16780, -3.12946)
H (-1.21434, 0.03346, -1.64461)
P (0.68281, -2.52561, -0.13416)
P (0.63324, 2.72879, -0.01186)
C (2.31816, 3.41453, 0.23647)
H (2.29030, 4.51272, 0.20006)
H (2.69343, 3.07915, 1.21454)
H (2.98428, 3.02346, -0.54393)
C (0.16498, 3.62166, -1.54361)
H (-0.92706, 3.61007, -1.65575)
H (0.51130, 4.66377, -1.49717)
H (0.60819, 3.10900, -2.40750)
C (-0.22092, 3.82273, 1.19513)
H (0.09042, 3.56216, 2.21669)
H (0.02486, 4.87522, 0.99305)
H (-1.30616, 3.67234, 1.11654)
C (1.24163, -3.29489, -1.69564)
H (1.32906, -4.38357, -1.57976)
H (0.52960, -3.04872, -2.49468)
H (2.21715, -2.87082, -1.96644)
C (1.87309, -3.29581, 1.03549)
H (1.55509, -3.11049, 2.07309)
H (1.92421, -4.37966, 0.84986)
H (2.86413, -2.83936, 0.89828)
C (-0.74361, -3.61220, 0.25680)
H (-1.56383, -3.41303, -0.44612)
H (-0.44704, -4.66897, 0.18460)
H (-1.10703, -3.40412, 1.27355)
H (-2.31024, -0.79290, -2.57595)
H (-2.32733, 0.87979, -2.52555)
H (-0.78796, 1.11487, -4.35524)
H (-0.67771, -0.93220, -4.34183)
B (-0.60555, 0.10231, -3.70925)
N (-1.72363, 0.05140, -2.54043)
H (0.84895, 0.34829, -1.18367)
H (2.07170, 0.06515, 2.15415)
C (-1.29970, -1.03888, 3.53864)
C (-1.67160, 0.15202, 2.69091)
O (-1.66833, -0.24085, 1.17927)
H (-2.08490, -1.80488, 3.50171)
H (-1.22206, -0.71432, 4.58039)
H (-0.34202, -1.51101, 3.25525)
H (-2.67537, 0.53347, 2.91655)
H (-0.95438, 0.99146, 2.75482)
H (-2.58067, -0.31588, 0.82577)

Cartesian forces, eV/Å:
0.60 -0.24 0.77
0.76 0.06 0.79
-0.52 -0.03 -0.58
0.30 -2.35 0.05
0.41 2.64 -0.14
0.43 -0.93 0.06
-0.12 -0.39 -0.03
0.04 0.20 -0.27
-0.03 0.22 0.22
-0.29 -0.86 -0.44
0.24 0.06 -0.05
-0.04 -0.40 0.12
-0.12 0.26 0.08
-0.54 -0.66 0.47
-0.07 0.22 -0.19
-0.03 -0.39 0.00
0.19 0.21 0.09
0.05 0.82 -0.41
-0.10 0.36 0.10
0.24 -0.16 0.09
-0.21 -0.18 -0.05
0.33 0.60 0.26
0.18 -0.14 -0.25
-0.05 0.40 0.04
-0.19 -0.27 0.13
-0.59 0.50 0.04
0.11 -0.20 0.17
-0.03 0.40 -0.01
0.07 -0.15 -0.26
0.18 0.50 -0.16
0.10 -0.37 -0.18
0.17 -0.26 0.29
0.17 0.24 0.31
-0.51 0.02 -1.12
-0.43 -0.14 1.11
-0.01 0.14 -1.08
-0.85 0.05 -0.42
-0.14 -0.27 -0.11
-0.41 -0.35 -0.92
-0.39 0.48 1.14
0.20 0.19 -0.08
0.11 0.02 -0.11
-0.20 0.26 0.10
0.40 0.01 -0.12
-0.19 -0.13 0.08
0.77 -0.01 0.45